--- w ---
Molecular formula: C20H21N3O4
Method: DFT, wB97M-V/def2-TZVPD

Element x y z (Å)
O1 -5.014 -2.490 0.123
C1 -3.886 -2.039 0.055
N1 -2.824 -2.829 0.336
N2 -1.477 -2.626 0.362
C2 -0.894 -1.910 -0.517
C3 0.517 -1.636 -0.433
C4 1.133 -0.813 -1.377
C5 2.472 -0.503 -1.292
C6 3.269 -1.007 -0.253
N3 4.623 -0.763 -0.170
C7 5.336 -0.044 -1.205
C8 5.387 1.455 -0.883
O2 6.002 1.667 0.369
C9 5.327 0.973 1.393
C10 5.267 -0.537 1.110
C11 2.645 -1.849 0.685
C12 1.309 -2.151 0.600
C13 -3.653 -0.566 -0.297
C14 -4.891 0.267 0.055
O3 -4.721 1.595 -0.382
C15 -3.485 2.114 -0.101
C16 -3.291 3.484 -0.232
C17 -2.062 4.044 0.058
C18 -1.014 3.245 0.489
C19 -1.189 1.879 0.605
C20 -2.418 1.308 0.305
O4 -2.538 -0.057 0.402
H1 -3.081 -3.720 0.751
H2 -1.414 -1.462 -1.367
H3 0.546 -0.393 -2.181
H4 2.890 0.156 -2.035
H5 6.362 -0.430 -1.219
H6 4.889 -0.227 -2.180
H7 4.367 1.869 -0.874
H8 5.992 1.995 -1.614
H9 5.881 1.174 2.311
H10 4.299 1.359 1.495
H11 4.729 -1.031 1.915
H12 6.285 -0.937 1.060
H13 3.226 -2.291 1.479
H14 0.845 -2.797 1.327
H15 -3.493 -0.480 -1.387
H16 -5.778 -0.127 -0.440
H17 -5.037 0.235 1.143
H18 -4.123 4.087 -0.558
H19 -1.924 5.109 -0.046
H20 -0.058 3.684 0.725
H21 -0.389 1.227 0.920

Gap between HOMO and LUMO = 0.2962 Ha
SMILES = O=C(N/N=C/c1ccc(N2CCOCC2)cc1)[C@H]1COc2ccccc2O1
Net charge = 0

---

--- x ---
Molecular formula: C20H21N3O4
Method: DFT, wB97M-V/def2-TZVPD

Element x y z (Å)
C1 -0.414 -1.103 -0.037
C2 0.871 -0.522 -0.691
C3 -1.566 -1.653 -1.031
C4 -2.497 -2.498 -0.304
C5 -2.350 -3.928 -0.669
C6 -3.114 -2.121 0.926
C7 -3.300 -4.820 -0.238
C8 -4.070 -3.024 1.209
C9 -4.241 -4.252 0.661
C10 1.602 0.915 -2.338
C11 2.277 -0.080 -3.225
C12 2.761 1.476 -1.359
C13 2.315 2.624 -0.545
C14 1.918 3.916 -0.860
C15 2.239 2.515 1.004
C16 1.738 3.846 1.342
C17 2.087 1.430 1.881
C18 1.579 4.044 2.748
C19 1.927 1.757 3.250
C20 1.573 3.031 3.679
H1 -1.637 0.445 0.630
H2 -0.225 0.249 1.777
H3 0.083 -1.947 0.423
H4 -0.786 -2.135 -1.811
H5 -2.171 -0.723 -1.511
H6 -1.541 -4.133 -1.415
H7 -3.048 -1.223 1.665
H8 -3.301 -5.842 -0.796
H9 -4.388 -2.925 2.287
H10 -6.046 -3.947 1.381
H11 -0.492 0.151 -2.537
H12 1.581 1.783 -3.130
H13 3.361 0.934 -0.673
H14 3.347 1.926 -2.121
H15 2.046 4.370 -1.772
H16 1.137 5.757 0.171
H17 1.956 0.158 1.482
H18 0.959 4.777 3.258
H19 2.042 0.972 3.961
H20 1.281 3.247 4.660
H21 1.868 -1.566 -4.153
N1 -0.891 -0.305 1.026
N2 0.440 0.353 -1.744
N3 1.560 4.722 0.317
O1 2.093 -0.677 -0.422
O2 -5.193 -4.998 1.158
O3 3.320 0.083 -4.030
O4 1.309 -1.060 -3.484

Gap between HOMO and LUMO = 0.2803 Ha
Net charge = 0

---

--- y ---
Molecular formula: C20H21N3O4
Method: DFT, wB97M-V/def2-TZVPD

Element x y z (Å)
C1 0.761 0.540 -1.792
C2 0.121 0.036 -0.446
C3 0.325 1.884 -2.446
C4 1.290 2.404 -3.625
C5 2.627 2.851 -3.336
C6 0.724 2.578 -4.837
C7 3.335 3.544 -4.319
C8 1.370 3.258 -5.929
C9 2.721 3.669 -5.564
C10 -0.552 -1.945 0.697
C11 -0.586 -3.377 0.297
C12 -1.890 -1.617 1.514
C13 -1.854 -2.064 2.998
C14 -2.681 -3.027 3.594
C15 -1.254 -1.421 4.105
C16 -1.718 -1.853 5.301
C17 -0.390 -0.236 3.945
C18 -1.268 -1.290 6.546
C19 -0.043 0.315 5.176
C20 -0.374 -0.325 6.421
H1 -0.279 -0.471 -3.143
H2 1.343 -0.746 -3.408
H3 1.831 0.547 -1.752
H4 0.060 2.624 -1.574
H5 -0.712 1.614 -3.263
H6 2.979 2.734 -2.324
H7 -0.322 2.291 -4.725
H8 4.257 4.131 -3.866
H9 1.046 3.349 -6.951
H10 3.347 4.301 -7.378
H11 -0.219 -1.807 -1.365
H12 0.438 -1.743 1.344
H13 -2.877 -2.131 1.114
H14 -1.902 -0.464 1.474
H15 -3.152 -3.856 3.159
H16 -3.489 -3.233 5.632
H17 0.110 0.137 2.958
H18 -1.452 -1.626 7.565
H19 0.688 1.132 5.188
H20 0.030 0.154 7.289
H21 -2.576 -3.066 -0.572
N1 0.590 -0.618 -2.722
N2 -0.493 -1.273 -0.558
N3 -2.666 -2.863 4.990
O1 0.185 0.632 0.722
O2 3.723 4.329 -6.405
O3 0.139 -4.190 0.932
O4 -1.285 -3.811 -0.657

Gap between HOMO and LUMO = 0.2361 Ha
Net charge = 0

---

Last place for stability: x

---

--- w ---
Molecular formula: C5H8NO
Method: DFT, wB97M-V/def2-TZVPD

Element x y z (Å)
C1 0.847 1.385 -0.013
C2 1.653 0.770 -0.844
C3 -0.392 0.807 0.621
C4 -0.833 -0.573 0.090
C5 0.273 -1.608 0.244
N1 -1.232 -0.522 -1.310
O1 -2.268 0.183 -1.532
H1 0.985 2.437 0.330
H2 2.524 1.283 -1.264
H3 -0.248 0.730 1.713
H4 -1.230 1.497 0.454
H5 -1.713 -0.869 0.694
H6 -0.040 -2.568 -0.161
H7 0.544 -1.727 1.293
H8 1.131 -1.225 -0.315

Gap between HOMO and LUMO (alpha / beta) = 0.2060 / 0.2057 Ha
Net charge = -1

---

--- x ---
Molecular formula: C5H8NO
Method: DFT, wB97M-V/def2-TZVPD

Element x y z (Å)
C1 0.249 1.669 -0.484
C2 0.633 0.419 -0.865
C3 -0.516 1.915 0.639
C4 -0.140 -0.784 -0.386
C5 0.659 -1.914 0.334
N1 -1.187 -0.304 0.555
O1 -2.316 -0.306 0.046
H1 0.845 2.498 -0.985
H2 1.489 0.343 -1.540
H3 -0.202 1.871 1.645
H4 -1.409 2.472 0.505
H5 -0.552 -1.263 -1.317
H6 0.235 -1.814 1.335
H7 1.773 -1.834 0.505
H8 0.440 -2.966 0.012

Gap between HOMO and LUMO (alpha / beta) = 0.2073 / 0.2150 Ha
Net charge = -1

---

Last place for stability: x

---

--- w ---
Molecular formula: C10H11N2
Method: DFT, wB97M-V/def2-TZVPD

Element x y z (Å)
C1 -3.399 -2.573 -2.039
C2 -1.680 1.369 -0.471
C3 -2.733 -1.593 -2.238
C4 -2.067 0.584 -1.482
C5 0.902 -0.119 -1.585
C6 0.371 0.032 -2.932
C7 0.470 0.044 -0.319
C8 -0.939 -0.222 -3.305
C9 -0.580 0.800 0.318
C10 -1.892 -0.449 -2.236
N1 -0.360 1.041 1.603
N2 1.958 0.632 2.870
H1 -3.713 -3.489 -1.735
H2 -2.166 2.220 -0.068
H3 1.894 -0.502 -1.691
H4 1.148 0.254 -3.598
H5 1.250 -0.218 0.344
H6 -1.377 -0.089 -4.260
H7 0.453 0.777 2.273
H8 -0.866 1.733 2.119
H9 2.580 -0.103 2.469
H10 2.363 0.927 3.718
H11 2.365 1.563 2.407

Gap between HOMO and LUMO = 0.3143 Ha
Net charge = +1

---

--- x ---
Molecular formula: C10H11N2
Method: DFT, wB97M-V/def2-TZVPD

Element x y z (Å)
C1 -3.152 1.287 -0.131
C2 -1.805 0.575 0.017
C3 -1.667 -0.864 -0.004
C4 -0.425 -1.470 0.106
N1 -0.393 -2.814 0.049
C5 0.829 -0.554 -0.027
C6 2.064 -1.133 -0.116
C7 3.167 -0.333 -0.071
C8 2.950 1.041 -0.055
C9 1.700 1.590 0.108
N2 0.607 0.802 0.095
C10 -0.652 1.346 0.116
H1 -3.637 1.305 -1.218
H2 -3.824 0.750 0.420
H3 -3.108 2.422 -0.004
H4 -2.633 -1.436 0.218
H5 -1.282 -3.184 0.011
H6 0.406 -3.383 0.489
H7 2.070 -2.163 -0.038
H8 4.267 -0.663 -0.006
H9 3.736 1.701 -0.163
H10 1.669 2.718 0.010
H11 -0.887 2.460 0.194

Gap between HOMO and LUMO (alpha / beta) = 0.2847 / 0.2847 Ha
SMILES = Cc1cc(N)c2cccc[n+]2c1
Net charge = +1

---

Last place for stability: w

---

--- w ---
Molecular formula: C9H16Si
Method: DFT, wB97M-V/def2-TZVPD

Element x y z (Å)
C1 1.122 0.322 1.994
C2 2.465 -0.306 1.591
C3 -2.356 1.019 -0.778
C4 -1.462 1.872 0.129
C5 -0.883 -0.599 0.548
C6 0.428 -0.883 1.408
C7 1.676 -1.321 0.822
C8 0.040 0.642 -1.423
C9 -0.920 0.562 -0.384
Si1 0.141 -0.823 -2.654
H1 0.958 0.490 2.991
H2 1.063 1.230 1.334
H3 3.340 0.175 1.029
H4 2.997 -0.698 2.504
H5 -3.177 0.410 -0.465
H6 -2.372 1.289 -1.880
H7 -1.062 2.758 -0.444
H8 -1.882 1.940 1.124
H9 -0.900 -1.507 -0.057
H10 -1.639 -0.652 1.228
H11 -0.052 -1.566 2.196
H12 1.822 -2.134 0.078
H13 0.502 1.533 -1.681
H14 -0.920 -0.706 -3.638
H15 -0.342 -2.177 -2.087
H16 1.415 -0.871 -3.484

Gap between HOMO and LUMO (alpha / beta) = 0.2664 / 0.3052 Ha
Net charge = 0

---

--- x ---
Molecular formula: C9H16Si
Method: DFT, wB97M-V/def2-TZVPD

Element x y z (Å)
Si1 1.017 -0.459 -2.421
C1 -0.247 -0.202 -1.014
C2 -0.308 1.263 -0.582
C3 -1.526 1.654 0.278
C4 -0.602 1.889 1.482
C5 0.605 1.408 0.656
C6 1.101 0.004 0.993
C7 0.142 -0.921 0.267
C8 0.283 -2.408 0.347
C9 -0.862 -1.724 1.038
H1 0.506 0.224 -3.612
H2 1.175 -1.887 -2.701
H3 2.311 0.119 -2.059
H4 -1.231 -0.538 -1.355
H5 -0.113 1.957 -1.400
H6 -2.237 0.844 0.421
H7 -2.063 2.536 -0.066
H8 -0.533 2.932 1.784
H9 -0.826 1.283 2.357
H10 1.421 2.127 0.585
H11 2.114 -0.140 0.608
H12 1.119 -0.179 2.068
H13 1.077 -2.816 0.956
H14 0.066 -2.995 -0.533
H15 -1.852 -1.856 0.624
H16 -0.851 -1.675 2.117

Gap between HOMO and LUMO = 0.3823 Ha
SMILES = [SiH3][C@@H]1[C@H]2CC[C@H]2CC12CC2
Net charge = 0

---

Last place for stability: w

---

--- w ---
Molecular formula: C3H4ClNS
Method: DFT, wB97M-V/def2-TZVPD

Element x y z (Å)
C1 1.653 0.457 0.978
C2 0.554 0.258 0.058
C3 -0.168 1.158 -0.738
H1 2.831 -0.246 2.256
H2 1.729 -1.518 1.674
H3 2.079 1.496 1.012
H4 0.106 2.149 -1.039
N1 1.681 -0.335 2.228
S1 -1.638 0.592 -1.491
Cl1 -0.267 -1.191 0.151

Gap between HOMO and LUMO = 0.2498 Ha
Net charge = 0

---

--- x ---
Molecular formula: C3H4ClNS
Method: DFT, wB97M-V/def2-TZVPD

Element x y z (Å)
Cl1 1.266 -0.743 -1.845
C1 -0.094 -0.021 -0.910
C2 0.199 0.996 0.091
C3 0.139 0.656 1.341
S1 -0.351 -1.048 1.531
N1 -0.805 -1.217 -0.161
H1 -0.830 0.132 -1.810
H2 0.488 2.009 -0.129
H3 0.221 1.274 2.236
H4 -0.233 -2.038 -0.346

Gap between HOMO and LUMO = 0.3306 Ha
SMILES = Cl[C@@H]1C=CSN1
Net charge = 0

---

--- y ---
Molecular formula: C3H4ClNS
Method: DFT, wB97M-V/def2-TZVPD

Element x y z (Å)
Cl1 0.623 -0.450 3.002
C1 0.510 -0.190 1.355
N1 1.200 0.614 0.688
C2 0.824 0.811 -0.648
S1 -0.755 -0.111 -0.963
C3 -0.543 -0.985 0.622
H1 0.637 1.785 -0.943
H2 1.578 0.345 -1.179
H3 -0.480 -1.983 0.312
H4 -1.327 -0.764 1.309

Gap between HOMO and LUMO = 0.3544 Ha
SMILES = ClC1=NCSC1
Net charge = 0

---

Last place for stability: w